No. 1
{
  "formula": "C5H8O2",
  "method": "ωB97M-V with the def2-TZVPD basis set",
  "symbols": ["C", "C", "C", "C", "C", "O", "O", "H", "H", "H", "H", "H", "H", "H", "H"],
  "positions_angstrom": [[-0.6640, 1.0453, 0.0576], [-1.9547, 0.8397, 0.0139], [0.0664, -0.3041, 0.0598], [0.9448, -0.5163, 1.2537], [0.8936, -0.4242, -1.2171], [-2.5147, -0.3140, -0.1167], [-0.9820, -1.2220, 0.2416], [-0.2022, 2.0988, -0.0091], [-2.7008, 1.7152, -0.2469], [0.5978, -0.5181, 2.2709], [1.7277, 0.1787, 0.9850], [1.2800, -1.4742, 1.2389], [0.2494, -0.0854, -2.0389], [1.4693, -1.3406, -1.3169], [1.7894, 0.3213, -1.1758]],
  "forces_ev_per_angstrom": [[1.778, 1.853, 0.466], [-2.360, 3.458, -1.746], [-1.407, 0.673, 0.313], [0.232, 1.782, 0.009], [1.388, 1.760, -0.065], [2.482, -2.659, 1.006], [-2.311, 0.604, -1.176], [-0.624, -2.121, 0.272], [1.348, -1.702, 0.752], [-0.847, 1.244, 0.232], [0.737, 0.068, 1.057], [1.619, -2.950, -0.718], [0.469, -0.732, -0.175], [-0.742, -0.535, -0.296], [-1.762, -0.744, 0.072]],
  "spin_multiplicity": 1,
  "de_lowest_kcal_mol": 126.2
}


No. 2
{
  "formula": "C5H8O2",
  "method": "ωB97M-V with the def2-TZVPD basis set",
  "symbols": ["C", "C", "C", "C", "O", "C", "O", "H", "H", "H", "H", "H", "H", "H", "H"],
  "positions_angstrom": [[1.9143, -0.2058, 0.6640], [1.0860, 0.3265, -0.4834], [-0.1406, -0.4896, -0.8860], [-1.2572, -0.0372, 0.0367], [-1.5030, -0.8079, 1.1464], [-1.8535, 1.1416, -0.1083], [1.3388, 1.3735, -1.0357], [2.7541, -0.7761, 0.2487], [1.3314, -0.8671, 1.3112], [2.3221, 0.6260, 1.2421], [-0.3811, -0.2585, -1.9263], [0.0486, -1.5661, -0.7895], [-1.5071, -1.7399, 0.8963], [-1.5689, 1.7911, -0.9290], [-2.5838, 1.4896, 0.6127]],
  "forces_ev_per_angstrom": [[0.023, 0.048, 0.063], [0.121, 0.239, -0.105], [-0.020, -0.013, -0.086], [-0.040, 0.410, -0.164], [-0.084, -0.208, -0.057], [0.047, -0.136, 0.056], [-0.009, -0.456, 0.145], [-0.129, 0.039, 0.039], [0.082, 0.107, -0.084], [-0.031, -0.106, -0.099], [0.006, -0.004, 0.173], [-0.035, 0.174, 0.031], [0.084, 0.092, 0.052], [-0.041, -0.103, 0.138], [0.028, -0.082, -0.100]],
  "spin_multiplicity": 1,
  "de_lowest_kcal_mol": 22.8
}


No. 3
{
  "formula": "C5H8O2",
  "method": "ωB97M-V with the def2-TZVPD basis set",
  "symbols": ["O", "C", "C", "C", "C", "O", "C", "H", "H", "H", "H", "H", "H", "H", "H"],
  "positions_angstrom": [[-1.8886, 0.4680, -0.7380], [-1.3583, -0.0487, 0.4672], [0.1087, 0.2641, 0.4622], [1.0184, 0.5510, 1.4111], [2.0749, 0.8019, 0.3858], [3.2177, 1.1760, 0.3883], [1.0552, 0.4350, -0.7301], [-2.8302, 0.2672, -0.7391], [-1.8094, 0.4258, 1.3546], [-1.5070, -1.1415, 0.5379], [-0.7483, -2.0309, -1.4148], [0.9564, 0.6499, 2.4893], [-0.3955, -2.6170, -1.1410], [0.7855, 1.2493, -1.4097], [1.3205, -0.4500, -1.3236]],
  "forces_ev_per_angstrom": [[-0.307, -0.135, 0.030], [0.589, 0.052, 0.415], [0.064, -0.179, -0.162], [-0.156, 0.117, 0.007], [0.283, 0.130, 0.094], [-0.600, -0.240, -0.028], [0.017, 0.054, -0.158], [0.007, 0.087, -0.162], [0.005, -0.160, -0.225], [0.070, 0.334, 0.025], [-0.081, 0.118, -0.127], [0.085, -0.051, -0.104], [0.086, -0.185, 0.044], [0.113, -0.061, 0.112], [-0.176, 0.120, 0.238]],
  "spin_multiplicity": 1,
  "de_lowest_kcal_mol": 65.6
}


No. 4
{
  "formula": "C5H8O2",
  "method": "ωB97M-V with the def2-TZVPD basis set",
  "symbols": ["O", "C", "C", "C", "C", "O", "C", "H", "H", "H", "H", "H", "H", "H", "H"],
  "positions_angstrom": [[-1.5411, 1.2017, 0.8303], [-1.3796, 0.0326, 0.5674], [-0.0763, -0.5152, 0.0491], [1.0164, -0.4733, 1.1645], [1.9282, 0.2227, 0.1559], [3.1068, 0.4375, 0.1243], [0.7803, 0.4366, -0.8273], [-2.4750, 0.5712, -1.5088], [-2.1856, -0.7085, 0.7497], [-2.4430, -0.1031, -1.8169], [-0.2015, -1.5107, -0.3866], [0.7310, 0.2173, 1.9665], [1.3622, -1.4167, 1.5920], [0.4023, 1.4648, -0.7971], [0.9750, 0.1433, -1.8630]],
  "forces_ev_per_angstrom": [[0.055, -0.502, -0.053], [-0.027, 0.318, 0.126], [-0.156, -0.036, -0.014], [0.123, -0.089, 0.182], [0.404, 0.123, 0.005], [-0.516, -0.105, -0.014], [0.038, 0.080, -0.121], [-0.069, -0.041, -0.173], [0.077, 0.130, 0.026], [-0.051, 0.029, -0.128], [-0.007, 0.156, 0.112], [0.104, -0.093, -0.087], [0.005, 0.123, -0.075], [0.079, -0.123, 0.039], [-0.058, 0.030, 0.174]],
  "spin_multiplicity": 1,
  "de_lowest_kcal_mol": 52.9
}


Taking the records one at a time from the top gives HOMO level values of -8.976; -9.083; -9.541; -9.844 eV.
Taking the records one at a time from the top gives frontier orbital gap values of 7.652; 9.705; 10.078; 10.601 eV.